[1]
{
  "formula": "C33H35F3N4O",
  "method": "the ωB97M-V functional and the def2-TZVPD basis",
  "homo_energy_ev": -6.52,
  "energy_ev": -50946.025,
  "spin_multiplicity": 1,
  "homo_lumo_gap_ev": 4.756,
  "species": ["F", "C", "F", "F", "C", "C", "C", "C", "C", "C", "N", "C", "C", "H", "H", "H", "H", "H", "C", "N", "C", "O", "C", "C", "C", "C", "C", "C", "C", "C", "N", "C", "C", "C", "C", "C", "C", "C", "N", "C", "C", "C", "C", "C", "C", "C", "H", "H", "H", "H", "H", "H", "H", "H", "H", "H", "H", "H", "H", "H", "H", "H", "H", "H", "H", "H", "H", "H", "H", "H", "H", "H", "H", "H", "H", "H"],
  "positions_angstrom": [[-3.6056, 7.8522, 1.8466], [-2.4286, 7.3321, 2.3018], [-1.5372, 8.3661, 2.3502], [-2.6343, 6.9066, 3.5935], [-1.9385, 6.1484, 1.5082], [-0.5740, 5.8352, 1.5033], [-0.1414, 4.6537, 0.8984], [-1.0619, 3.7243, 0.3693], [-0.6600, 2.3723, -0.1010], [-1.3593, 2.0767, -1.3234], [-1.9346, 1.5790, -2.2259], [-2.3948, 4.1632, 0.2325], [-2.8540, 5.3232, 0.8544], [0.1525, 6.5190, 1.9479], [0.9299, 4.4535, 0.7959], [0.4376, 2.3096, -0.1980], [-3.0765, 3.5943, -0.4028], [-3.9083, 5.5912, 0.7831], [2.9907, -4.5272, -2.7878], [2.1636, -3.3479, -2.6877], [1.7987, -2.6288, -3.7852], [2.1678, -2.8468, -4.9483], [0.9047, -1.4948, -3.3006], [-0.5548, -1.6430, -3.7971], [-0.6522, -1.5137, -5.3045], [-0.6632, -0.2418, -5.8843], [-0.5945, -0.1090, -7.2745], [-0.5482, -1.2477, -8.0888], [-0.6003, -2.5219, -7.5070], [-0.6730, -2.6523, -6.1182], [1.0603, -1.5821, -1.8581], [0.4588, -0.6462, -1.1029], [0.4003, -0.6449, 0.2889], [-0.2104, 0.2798, 1.1522], [-0.1634, 0.0974, 2.5864], [-0.7594, 1.0521, 3.4600], [-0.7761, 0.8769, 4.8253], [-0.1646, -0.2638, 5.4264], [-0.1551, -0.4465, 6.8166], [-1.0577, -1.3689, 7.4916], [1.0175, -0.1078, 7.6070], [0.4525, -1.2077, 4.5715], [0.4775, -1.0141, 3.2030], [1.7402, -2.7818, -1.4089], [0.8037, -3.7771, -0.7011], [2.9633, -2.4849, -0.5346], [3.1466, -4.7477, -3.8463], [3.9624, -4.3619, -2.3038], [2.4893, -5.3719, -2.2993], [1.2938, -0.5329, -3.6840], [-0.9231, -2.6319, -3.4822], [-1.1702, -0.8697, -3.3148], [-0.7039, 0.6323, -5.2280], [-0.5641, 0.8885, -7.7158], [-0.4933, -1.1444, -9.1751], [-0.5627, -3.4191, -8.1294], [-0.7103, -3.6391, -5.6490], [-0.0201, 0.1046, -1.7308], [0.9039, -1.5000, 0.7487], [-0.8248, 1.1677, 0.7941], [-1.2394, 1.9165, 2.9987], [-1.2805, 1.6028, 5.4659], [-1.8954, -1.6371, 6.8364], [-0.5272, -2.2809, 7.8063], [-1.4454, -0.8841, 8.3974], [1.6938, 0.5360, 7.0309], [0.6878, 0.4216, 8.5096], [1.5497, -1.0185, 7.9209], [0.9075, -2.1229, 4.9700], [0.9609, -1.7742, 2.5970], [0.0411, -4.1366, -1.4090], [1.3991, -4.6335, -0.3501], [0.3095, -3.3123, 0.1592], [3.7010, -1.9248, -1.1265], [2.6790, -1.8940, 0.3392], [3.3972, -3.4388, -0.2031]],
  "forces_ev_per_a": [[0.810, -0.413, 0.457], [0.082, -0.215, 0.064], [-0.638, -0.738, 0.102], [-0.084, 0.809, -0.549], [0.061, 0.400, 0.116], [-0.126, -0.227, -0.288], [-0.094, -0.016, 0.374], [0.133, 0.199, -0.368], [-0.187, 4.069, -2.217], [-0.370, -2.072, -0.801], [1.030, 1.101, 1.369], [-0.336, 0.183, 0.353], [0.438, -0.280, -0.444], [-0.274, -0.181, -0.163], [-0.346, -0.020, 0.284], [-0.418, -0.103, -0.164], [0.072, -0.026, 0.427], [0.318, 0.021, 0.039], [0.108, -0.127, 0.295], [-0.063, 0.221, -0.421], [0.917, -0.126, -1.653], [-0.823, 0.306, 2.130], [0.236, 0.188, -1.167], [-0.165, -0.275, 0.035], [-0.073, -0.054, -0.027], [0.214, -0.240, -0.166], [-0.026, -0.169, 0.077], [-0.086, -0.065, 0.312], [-0.055, 0.189, 0.123], [0.159, 0.314, -0.104], [-1.174, 1.473, 0.816], [0.053, -0.577, -0.522], [0.299, 0.128, 0.915], [-0.583, -2.719, 0.313], [0.905, -0.169, 1.231], [-0.015, -0.391, -1.207], [0.366, -0.763, 0.912], [0.039, 0.053, -1.224], [-0.367, 0.377, 0.749], [0.190, 0.221, -0.374], [-0.242, -0.022, -0.356], [-0.176, 0.186, 0.156], [-0.456, 0.350, -0.249], [0.323, -1.100, 0.235], [-0.131, -0.015, -0.081], [0.110, 0.111, -0.207], [-0.076, 0.096, 0.194], [-0.155, -0.096, -0.166], [0.169, 0.061, -0.162], [-0.032, -0.398, 0.232], [0.000, 0.254, -0.011], [0.123, -0.164, -0.048], [0.021, -0.173, -0.282], [-0.062, -0.308, 0.077], [0.020, -0.026, 0.369], [-0.075, 0.330, 0.157], [0.088, 0.275, -0.222], [-0.009, 0.177, 0.440], [-0.178, 0.589, -0.103], [0.249, -0.781, -0.041], [0.097, -0.104, 0.200], [0.242, -0.217, -0.129], [0.212, 0.070, 0.200], [-0.142, -0.045, -0.076], [-0.071, -0.147, -0.121], [-0.175, -0.167, 0.207], [0.221, -0.001, -0.054], [0.136, 0.125, -0.018], [-0.175, 0.510, 0.075], [-0.054, 0.110, 0.090], [0.192, 0.140, 0.290], [-0.286, 0.257, -0.085], [0.084, -0.229, -0.195], [-0.141, -0.137, 0.256], [0.264, -0.181, -0.149], [-0.042, 0.381, -0.056]],
  "mulliken_charge": [-0.27, 0.92, -0.27, -0.26, 0.14, -0.77, -0.43, 0.73, -0.41, 0.44, -0.79, -0.67, -0.73, 0.38, 0.33, 0.50, 0.32, 0.39, -0.99, 0.33, 0.03, -0.72, 0.04, -0.83, 0.33, -0.19, -0.60, -0.48, -0.59, -0.32, 0.58, 0.49, 0.70, -0.05, 0.53, -0.64, -0.33, -0.19, 0.23, -0.99, -1.00, -0.24, -0.83, 0.23, -1.51, -1.65, 0.39, 0.30, 0.32, 0.41, 0.40, 0.48, 0.42, 0.38, 0.36, 0.35, 0.31, 0.24, -1.24, 0.09, 0.44, 0.46, 0.30, 0.33, 0.33, 0.30, 0.34, 0.33, 0.37, 0.27, 0.35, 0.48, 0.36, 0.39, 0.39, 0.48]
}


[2]
{
  "formula": "C33H35F5MnN4OP2",
  "method": "the ωB97M-V functional and the def2-TZVPD basis",
  "homo_energy_ev": [-7.25, -7.97],
  "energy_ev": -106274.855,
  "spin_multiplicity": 6,
  "homo_lumo_gap_ev": [6.158, 6.431],
  "species": ["Mn", "C", "C", "C", "C", "C", "C", "C", "C", "C", "H", "H", "H", "H", "H", "H", "H", "H", "H", "H", "H", "H", "H", "H", "H", "P", "P", "N", "N", "N", "N", "C", "C", "C", "C", "C", "C", "C", "C", "C", "C", "C", "C", "C", "C", "C", "C", "C", "C", "H", "H", "H", "H", "H", "H", "H", "H", "H", "H", "H", "H", "H", "H", "H", "H", "H", "H", "H", "H", "F", "C", "C", "F", "C", "F", "C", "O", "C", "F", "C", "F"],
  "positions_angstrom": [[-0.2335, -1.8588, 0.2518], [-0.5764, 3.6152, 3.8760], [-1.0424, 2.9089, 2.8390], [-0.5488, 2.9046, 1.4252], [0.7970, 2.2020, 1.2802], [2.0165, 3.0621, 1.3682], [2.0919, 4.3254, 1.8113], [1.0301, 5.1462, 2.4890], [0.5313, 4.6236, 3.8591], [1.0936, -3.4310, 0.7593], [-0.9977, 3.4202, 4.8724], [-1.8763, 2.2170, 3.0094], [-0.5451, 3.8732, 0.9135], [-1.2611, 2.2901, 0.8694], [0.8735, 1.4314, 2.0536], [0.8245, 1.6520, 0.3220], [2.9289, 2.5478, 1.0325], [3.0516, 4.8426, 1.6832], [0.1653, 5.3447, 1.8452], [1.5096, 6.1160, 2.6975], [1.3809, 4.2068, 4.4217], [0.2160, 5.5128, 4.4287], [1.9690, -3.0977, 1.3389], [1.3610, -4.2233, 0.0488], [0.3261, -3.8255, 1.4528], [1.5539, -1.7115, -1.1958], [-2.1798, -0.8803, -0.8612], [2.7620, -0.4442, -1.3856], [2.3348, -2.8397, -2.3502], [-2.1264, 0.7044, -1.6255], [-3.6893, -1.3249, -1.8365], [0.2910, -1.0235, -2.3024], [-1.0070, -1.7771, -1.9859], [3.9201, -0.3632, -0.6072], [4.8079, 0.5200, -1.2131], [4.1838, 0.9976, -2.4105], [2.9463, 0.3725, -2.5046], [2.7939, -4.1270, -2.0854], [3.1265, -4.7441, -3.2847], [2.9031, -3.7919, -4.3286], [2.4451, -2.6268, -3.7300], [-2.5186, 1.9018, -1.0187], [-2.3714, 2.9363, -1.9328], [-1.8831, 2.3680, -3.1495], [-1.7732, 1.0007, -2.9498], [-4.3697, -0.6168, -2.8370], [-5.1635, -1.4945, -3.5694], [-4.9987, -2.7924, -2.9853], [-4.0905, -2.6602, -1.9447], [0.5428, -1.1497, -3.3656], [0.1926, 0.0547, -2.1110], [-1.5138, -2.1184, -2.9011], [-0.7735, -2.7211, -1.4013], [3.9872, -0.9335, 0.3067], [5.7903, 0.7893, -0.8540], [4.5822, 1.7085, -3.1230], [2.1746, 0.4580, -3.2539], [2.8718, -4.4861, -1.0711], [3.4833, -5.7557, -3.3976], [3.0534, -3.9307, -5.3890], [2.1814, -1.6783, -4.1769], [-2.8964, 1.8958, -0.0024], [-2.6084, 3.9781, -1.7671], [-1.6714, 2.8817, -4.0782], [-1.4298, 0.2244, -3.6179], [-4.2360, 0.4458, -2.9664], [-5.7703, -1.2309, -4.4239], [-5.4755, -3.7078, -3.3048], [-3.6793, -3.4003, -1.2762], [-0.7991, -0.3928, 7.2009], [-0.9131, -0.7841, 5.9157], [-0.0295, -0.2666, 4.9631], [0.8886, 0.6661, 5.3289], [-0.0931, -0.7283, 3.6666], [0.9717, -0.5072, 2.8278], [-1.1376, -1.5854, 3.2154], [-1.2655, -1.9328, 1.9842], [-1.9967, -2.1103, 4.2368], [-2.8593, -3.0890, 3.9074], [-1.8830, -1.7248, 5.5570], [-2.6717, -2.2583, 6.5168]],
  "forces_ev_per_a": [[0.602, -0.812, 3.739], [-0.205, -0.457, -0.227], [-0.332, 0.484, 0.738], [-0.333, -0.519, -0.510], [0.181, -0.301, 0.126], [0.309, 0.379, 0.027], [0.431, -0.672, -0.497], [0.007, 0.516, 0.346], [0.315, 0.299, -0.011], [-1.260, -1.211, 0.519], [0.057, 0.095, -0.447], [0.334, 0.182, 0.214], [-0.028, -0.241, 0.184], [0.275, 0.272, 0.149], [-0.040, 0.076, -0.175], [0.098, 0.221, 0.073], [-0.265, 0.474, -0.033], [-0.237, -0.362, 0.253], [0.270, 0.129, 0.185], [-0.342, -0.192, -0.121], [-0.097, 0.113, -0.101], [-0.070, -0.312, -0.033], [-0.257, 0.077, -0.282], [-0.071, 0.155, 0.409], [0.592, -0.392, 0.044], [3.795, 2.076, -3.013], [-3.296, 1.825, -3.339], [0.309, 0.386, -0.161], [-0.584, -0.255, 0.628], [0.409, 0.198, 0.182], [0.018, -0.892, 0.335], [0.077, 0.082, -0.622], [-0.122, -0.590, -0.416], [0.127, 0.675, -0.728], [-0.953, -0.644, 0.166], [-0.958, -0.789, 0.220], [0.855, 0.320, 0.531], [0.073, -0.399, -0.947], [-0.300, 0.827, 0.791], [-0.331, 0.822, 0.935], [-0.048, -0.904, -0.145], [0.043, 0.331, -0.798], [-0.148, -0.924, 0.563], [-0.163, -1.215, 0.374], [0.097, 0.902, 0.240], [-0.005, -0.562, -0.235], [0.873, 0.234, 1.150], [0.743, 0.477, 0.463], [-0.386, 0.412, -0.514], [-0.217, 0.112, 0.410], [0.180, -0.355, 0.109], [-0.010, 0.065, 0.480], [-0.311, -0.060, -1.186], [0.086, 0.050, -0.021], [-0.144, -0.035, 0.063], [-0.055, -0.118, 0.143], [0.135, 0.103, 0.055], [-0.037, -0.011, -0.205], [0.054, 0.085, 0.066], [0.059, 0.043, 0.112], [0.176, -0.271, 0.045], [0.023, 0.019, -0.341], [0.041, -0.171, 0.090], [-0.018, -0.071, 0.174], [-0.225, 0.192, 0.029], [0.013, -0.106, 0.070], [-0.018, 0.025, 0.204], [0.074, 0.068, 0.103], [-0.099, -0.064, 0.041], [-0.144, -0.019, -0.317], [0.180, 0.249, 0.044], [-0.019, 0.157, 0.764], [-0.510, -0.856, -0.228], [-0.167, -0.725, -0.390], [-0.833, 0.078, 0.175], [0.323, 0.264, 1.520], [0.172, -0.084, -1.334], [0.513, 0.163, -0.649], [0.022, 0.353, -0.006], [0.306, 0.225, 0.376], [0.393, 0.301, -0.622]],
  "lowdin_spin": [4.32, 0.00, 0.00, 0.00, 0.00, 0.00, 0.00, 0.00, 0.00, 0.14, 0.00, 0.00, 0.00, 0.00, 0.00, 0.00, 0.00, 0.00, 0.00, 0.00, 0.00, 0.00, 0.01, 0.01, 0.02, 0.08, 0.09, 0.03, 0.01, 0.01, 0.03, 0.02, 0.06, 0.00, 0.00, 0.00, 0.00, 0.00, 0.00, 0.00, 0.00, 0.00, 0.00, 0.00, 0.00, 0.00, 0.00, 0.00, 0.00, 0.00, 0.00, 0.00, 0.02, 0.00, 0.00, 0.00, 0.00, 0.00, 0.00, 0.00, 0.00, 0.00, 0.00, 0.00, 0.00, 0.00, 0.00, 0.00, 0.00, 0.00, 0.01, 0.00, 0.00, 0.01, 0.01, 0.01, 0.07, 0.01, 0.00, 0.00, 0.00]
}